29
Properties=species:S:1:pos:R:3:lowdin_charge:R:1 method="wB97M-V/def2-TZVPD" molar_mass_g_mol=308.14 smiles="CCCCNC(=O)c1n(C)cc[n+]1I" total_charge=+1 e_lumo_ev=-5.25 relative_energy_kcal_mol=0.0 gap_ha=0.28609
H 0.226 2.304 2.392 0.09
C -0.984 -1.081 -1.050 0.01
H 0.573 2.254 -0.521 0.11
I -1.471 -1.885 2.207 0.97
H 3.170 0.353 2.988 0.02
C -1.724 -3.247 -0.442 -0.17
C -0.124 2.257 0.315 -0.11
H 1.129 3.359 1.424 0.12
N -0.662 0.910 0.201 0.06
C 1.963 1.332 1.581 -0.28
N -1.268 -1.787 -2.142 -0.07
H -1.930 -3.828 -2.514 0.14
H -2.054 -1.858 -3.979 0.11
H -1.376 -0.201 -3.646 0.12
C 0.897 2.314 1.583 -0.19
C 2.592 1.174 2.973 -0.09
H -0.852 3.090 0.343 0.14
H -1.489 0.740 0.751 0.10
H 1.742 0.314 1.248 0.10
C -0.368 0.255 -0.893 -0.48
C -1.732 -3.037 -1.821 -0.02
C -1.253 -1.288 -3.492 0.03
H 1.864 1.116 3.862 0.11
H 2.801 1.621 0.889 0.14
H 3.125 2.095 3.178 0.08
H -1.723 -4.162 0.159 0.13
N -1.165 -2.158 0.127 -0.38
H -0.292 -1.590 -3.952 0.13
O 0.388 0.632 -1.769 0.10